(1)
A molecular structure, C10H20CdN2O5PS2, computed with the ωB97M-V functional and the def2-TZVPD basis.

Each line ends with the natural charge from an NBO analysis.
Element x y z (Å)
Cd: 0.3322 -0.4841 1.0169  1.59
N: -1.7834 -1.3963 0.3223  -0.93
C: -2.8488 -0.5984 0.9714  -0.31
C: -2.4015 0.4368 2.0168  0.63
O: -3.2999 1.1443 2.4877  -0.72
N: -1.0988 0.4884 2.2500  -0.85
C: -0.5236 1.6566 2.8929  -0.36
C: 0.7288 2.1976 2.1615  0.77
O: 1.1227 3.3083 2.4896  -0.69
O: 1.3019 1.4452 1.2717  -0.90
H: -2.0646 -1.6670 -0.6117  0.37
H: -1.6194 -2.2744 0.8185  0.41
H: -3.6088 -1.2322 1.4311  0.20
H: -3.3497 -0.0043 0.2073  0.20
H: -0.2018 1.4330 3.9161  0.19
H: -1.2475 2.4674 2.9615  0.23
C: 4.4032 -4.6069 1.6696  -0.64
C: 3.3324 -5.6772 1.5946  0.12
C: 3.2823 -6.5433 2.8415  -0.63
O: 2.0166 -5.1700 1.3070  -0.84
P: 1.2697 -3.8782 1.8769  1.71
S: -0.6561 -4.1512 1.7178  -0.68
S: 2.0880 -2.2704 0.9585  -0.80
O: 1.8098 -3.9160 3.3835  -0.87
C: 1.6157 -2.9935 4.4880  0.13
C: 0.2305 -2.3819 4.5462  -0.65
C: 2.7182 -1.9506 4.4818  -0.64
H: 5.3684 -5.0947 1.8238  0.21
H: 4.2213 -3.9279 2.5029  0.22
H: 4.4476 -4.0184 0.7539  0.23
H: 3.5359 -6.3144 0.7329  0.18
H: 3.2009 -5.9269 3.7370  0.22
H: 4.1915 -7.1460 2.9059  0.20
H: 2.4214 -7.2109 2.8017  0.22
H: 1.7399 -3.6408 5.3572  0.18
H: 0.0638 -1.6520 3.7537  0.22
H: 0.1259 -1.8551 5.4970  0.21
H: -0.5444 -3.1436 4.4751  0.23
H: 2.6529 -1.3345 3.5859  0.24
H: 3.7004 -2.4254 4.5064  0.20
H: 2.6221 -1.3039 5.3567  0.21

Cartesian forces, eV/Å:
0.3 -0.4 0.0
-0.2 0.1 0.1
0.1 -0.1 -0.1
0.1 0.0 0.0
0.0 0.0 0.0
-0.1 0.2 0.2
-0.1 -0.1 -0.1
0.1 -0.2 -0.2
0.1 0.1 0.1
-0.1 0.2 0.2
0.1 0.1 0.0
0.0 0.1 0.0
0.0 0.0 0.0
0.0 0.0 0.0
0.0 0.0 0.0
0.0 0.0 0.0
0.1 0.0 0.0
0.0 0.0 0.1
0.1 0.0 0.1
-0.2 0.1 -0.1
0.0 0.0 0.1
0.1 -0.2 0.0
-0.1 0.2 -0.2
0.0 -0.1 0.2
0.0 0.0 -0.1
0.0 0.0 0.0
0.0 0.0 0.0
0.0 0.0 0.0
0.0 0.0 0.0
0.0 0.0 0.0
0.0 0.0 0.0
0.0 0.0 0.0
0.0 0.0 0.0
0.0 0.0 0.0
0.0 -0.1 0.0
0.0 0.0 -0.1
0.0 0.0 0.0
0.0 0.0 0.0
0.0 0.0 0.0
0.0 0.0 0.0
0.0 0.0 0.0

gap between HOMO and LUMO = 0.2856 Ha
charge = -1

***

(2)
3 unconnected molecules or ions with the total composition C22H26F16N2O4 in a non-equilibrium geometry, computed with the ωB97M-V functional and the def2-TZVPD basis.

Each line ends with the natural charge from an NBO analysis.
Element x y z (Å)
C: -3.5171 -0.7245 2.0670  -0.61
C: -2.0819 -0.4096 1.5839  -0.44
C: -1.6726 1.0636 1.6727  -0.07
O: -0.5551 1.2027 2.5556  -0.53
C: 0.4515 2.0622 2.0930  -0.05
C: 1.2956 1.4922 0.9435  -0.35
C: 2.0685 2.6017 0.3851  0.29
N: 2.7016 3.4611 -0.0314  -0.30
C: 2.2728 0.3529 1.3361  -0.15
C: 3.0645 0.6968 2.6182  -0.60
C: 1.5555 -0.9028 1.5825  0.33
N: 1.0069 -1.9031 1.7037  -0.35
C: 3.2570 0.0257 0.1942  -0.42
C: 2.5506 -0.3395 -1.1254  0.04
C: 3.3346 -1.0360 -2.1352  -0.11
O: 2.9099 0.3702 -2.2774  -0.50
H: -3.9663 -1.4682 1.4181  0.21
H: -4.1399 0.1597 2.1237  0.21
H: -3.4622 -1.1176 3.0787  0.21
H: -1.9199 -0.7995 0.5821  0.20
H: -1.4063 -0.9459 2.2404  0.24
H: -1.4702 1.4961 0.6929  0.17
H: -2.5074 1.6183 2.0854  0.19
H: 0.0250 3.0157 1.7679  0.19
H: 1.0925 2.2853 2.9405  0.20
H: 0.6441 1.1323 0.1468  0.26
H: 2.4480 0.5694 3.5014  0.23
H: 3.4423 1.7144 2.5472  0.23
H: 3.9216 0.0337 2.6862  0.23
H: 3.9009 0.8761 -0.0150  0.25
H: 3.8370 -0.8463 0.4822  0.23
H: 1.5027 -0.6326 -1.0427  0.18
H: 4.4049 -1.0077 -1.9923  0.19
H: 2.8470 -1.6563 -2.8684  0.21
F: 4.3097 -5.1702 -3.1229  -0.32
C: 3.6615 -6.0077 -3.9560  0.52
F: 3.5102 -5.3822 -5.1461  -0.32
C: 2.2742 -6.3632 -3.4143  0.60
F: 1.5100 -5.2527 -3.3510  -0.31
F: 1.7353 -7.1873 -4.3600  -0.33
C: 2.1922 -7.1407 -2.0902  -0.13
O: 1.8989 -6.3986 -0.9239  -0.51
C: 2.8750 -5.8772 -0.1209  0.85
F: 4.1104 -6.2538 -0.4978  -0.32
F: 2.6747 -6.3528 1.1280  -0.32
C: 2.7529 -4.3545 -0.0345  0.49
F: 2.9065 -3.8104 -1.2615  -0.33
F: 3.7371 -3.8794 0.7628  -0.33
H: 4.2602 -6.9101 -4.1064  0.14
H: 1.3257 -7.7885 -2.2121  0.23
H: 3.0544 -7.7935 -1.9532  0.21
H: 1.7824 -4.0677 0.3753  0.18
F: -2.3388 5.3301 0.4026  -0.32
C: -2.5537 6.4381 -0.3369  0.52
F: -1.9068 7.4679 0.2516  -0.32
C: -4.0466 6.7760 -0.4029  0.60
F: -4.5046 7.0715 0.8311  -0.31
F: -4.1109 7.9119 -1.1565  -0.33
C: -4.9858 5.7697 -1.0883  -0.13
O: -5.7347 4.9123 -0.2470  -0.51
C: -5.2781 3.6831 0.1305  0.85
F: -4.1204 3.3522 -0.4700  -0.32
F: -6.1984 2.7654 -0.2431  -0.32
C: -5.1604 3.5835 1.6534  0.50
F: -4.2910 4.4997 2.1197  -0.32
F: -4.6821 2.3538 1.9626  -0.33
H: -2.1453 6.2914 -1.3405  0.14
H: -5.7413 6.3878 -1.5701  0.23
H: -4.4777 5.2211 -1.8812  0.21
H: -6.1310 3.7347 2.1283  0.16

Cartesian forces, eV/Å:
0.6 0.1 0.0
-0.2 0.0 0.3
-0.4 -0.4 0.2
0.4 -0.1 -0.3
-0.5 0.2 0.2
0.0 -0.1 0.0
0.1 -0.1 0.0
0.1 0.2 0.0
0.6 -0.1 0.4
0.0 -0.1 -0.5
-0.5 0.1 -0.1
0.1 -0.2 0.0
-0.8 -0.1 -0.8
0.2 -0.5 0.9
-0.1 1.8 -0.5
-0.2 -0.2 -0.1
-0.3 -0.1 0.1
-0.2 0.0 -0.3
-0.1 -0.2 0.1
0.0 0.0 -0.1
0.3 -0.1 -0.1
0.2 0.0 -0.1
0.0 0.3 0.2
0.0 0.1 -0.1
0.1 0.0 0.1
-0.1 0.0 0.0
0.0 0.1 0.1
0.0 0.1 0.1
0.1 -0.1 0.1
0.2 0.0 0.2
0.3 0.1 0.2
0.0 0.2 0.0
0.1 -0.8 -0.1
0.3 -0.4 0.1
0.0 0.0 0.1
0.0 0.0 -0.1
0.0 0.0 0.0
-0.1 0.2 0.2
0.1 0.0 0.0
0.0 -0.1 0.0
-0.1 -0.5 0.1
0.1 0.4 -0.3
-0.1 -0.2 0.1
0.0 0.0 -0.1
0.1 -0.1 0.0
-0.1 0.2 0.1
0.0 0.0 0.0
0.0 0.0 0.0
0.0 0.0 0.0
0.0 0.0 0.0
0.1 0.2 -0.1
0.0 0.0 0.0
-0.1 -0.1 0.0
0.1 0.1 0.0
0.0 0.0 0.0
-0.2 -0.1 0.3
0.0 0.0 -0.1
0.0 0.0 -0.1
-0.3 0.0 -0.5
0.3 0.1 0.4
-0.1 0.1 -0.2
0.1 0.0 0.0
0.0 -0.1 -0.1
0.1 0.0 0.2
0.0 0.0 -0.1
-0.2 0.1 0.0
0.0 0.0 0.0
0.0 0.0 0.0
0.2 0.0 0.1
0.0 0.0 0.0

energy relative to the best compared isomer or geometry (same formula, charge and spin) = 0.0 kJ/mol
gap between HOMO and LUMO = 0.3882 Ha
charge = 0

***

(3)
A single C3H4N6O3 molecule in a non-equilibrium geometry, computed with the ωB97M-V functional and the def2-TZVPD basis.

Each line ends with the natural charge from an NBO analysis.
Element x y z (Å)
C: 2.2685 1.9735 0.6561  -0.42
N: 1.4061 0.9282 0.1133  0.02
N: 1.4982 0.4515 -1.1031  -0.03
N: 0.5741 -0.4147 -1.2376  -0.24
C: -0.1298 -0.4470 -0.1103  0.22
C: -1.2852 -1.4164 0.0204  -0.09
N: -1.5473 -2.3116 -1.0555  0.13
O: -0.9380 -2.3622 -2.0527  -0.16
N: -2.5466 -0.5922 0.2087  0.55
O: -2.7024 0.1676 -0.7326  -0.36
O: -3.1442 -0.6948 1.2390  -0.32
N: 0.4153 0.3859 0.7936  -0.25
H: 3.1568 1.7641 0.1038  0.24
H: 1.8162 2.9921 0.5293  0.23
H: 2.2888 1.5899 1.7113  0.24
H: -1.1305 -2.0140 0.9161  0.26

Cartesian forces, eV/Å:
-1.4 -1.2 1.0
-1.4 -0.2 -0.1
1.3 0.9 -0.1
-0.5 -0.5 -1.3
0.8 0.3 0.5
2.3 2.1 1.7
-3.0 -2.3 -0.2
1.2 0.5 -0.7
1.4 0.2 -1.1
-0.9 -0.2 0.7
-0.6 0.1 0.1
-0.9 -0.4 0.0
1.0 0.7 0.0
0.6 -1.1 0.1
0.6 1.3 -0.7
-0.3 -0.2 0.0

energy relative to the best compared isomer or geometry (same formula, charge and spin) = 219.4 kJ/mol
gap between HOMO and LUMO = 0.3216 Ha
charge = 0

***

Calculated HOMO in order - -5.09 -10.04 -9.46 eV